Entry 1:
104
Properties=species:S:1:pos:R:3:mulliken_charge:R:1 method="wB97M-V/def2-TZVPD" homo_energy_ev=-10.0113 gap_ev=6.95 de_lowest_kj_mol=216.59 total_charge=+1 e_tot_ha=-5042.5463
Zn -0.254 0.547 1.590 0.10
C -0.844 3.895 0.473 -1.15
Si -0.124 2.227 -0.047 1.72
C 1.670 2.393 -0.623 0.06
C 2.104 3.590 -1.194 -0.68
C 3.412 3.745 -1.629 -0.82
C 4.320 2.711 -1.463 -0.83
C 3.909 1.512 -0.899 0.02
C 2.587 1.338 -0.494 -0.77
P 1.954 -0.255 0.167 1.61
C 2.422 -0.100 1.946 0.35
C 3.287 0.871 2.447 -0.93
C 3.503 0.976 3.814 -0.69
C 2.858 0.123 4.700 -0.75
C 1.997 -0.850 4.217 -0.80
C 1.769 -0.955 2.850 0.12
C 3.130 -1.465 -0.517 0.03
C 3.221 -1.526 -1.909 -0.44
C 3.994 -2.500 -2.519 -0.75
C 4.669 -3.434 -1.742 -0.61
C 4.556 -3.396 -0.361 -0.53
C 3.787 -2.417 0.254 -0.44
C -1.147 1.430 -1.430 -0.16
C -0.918 1.926 -2.715 -0.78
C -1.632 1.470 -3.811 -0.90
C -2.599 0.492 -3.637 -0.91
C -2.829 -0.033 -2.374 -0.51
C -2.115 0.421 -1.267 0.74
P -2.423 -0.311 0.385 0.98
C -3.385 1.028 1.186 0.41
C -3.373 1.083 2.579 -0.37
C -4.113 2.041 3.253 -0.88
C -4.864 2.961 2.535 -0.49
C -4.880 2.914 1.148 -0.82
C -4.145 1.951 0.472 -0.19
C -3.700 -1.594 0.123 0.18
C -5.017 -1.430 0.544 -0.55
C -5.925 -2.470 0.409 -0.74
C -5.529 -3.684 -0.130 -0.70
C -4.215 -3.857 -0.546 -0.64
C -3.305 -2.821 -0.416 -0.13
H -0.938 4.546 -0.400 0.36
H -0.202 4.391 1.201 0.44
H -1.836 3.775 0.910 0.28
H 1.407 4.413 -1.306 0.37
H 3.720 4.672 -2.093 0.44
H 5.349 2.837 -1.774 0.44
H 4.620 0.704 -0.777 0.54
H 3.789 1.551 1.772 0.40
H 4.181 1.731 4.191 0.44
H 3.027 0.217 5.764 0.41
H 1.504 -1.529 4.901 0.53
H 1.115 -1.731 2.462 0.48
H 2.698 -0.789 -2.508 0.51
H 4.063 -2.530 -3.598 0.43
H 5.286 -4.187 -2.214 0.41
H 5.067 -4.133 0.246 0.43
H 3.710 -2.387 1.334 0.39
H -0.161 2.690 -2.858 0.45
H -1.435 1.878 -4.794 0.43
H -3.172 0.136 -4.482 0.45
H -3.583 -0.799 -2.248 0.48
H -2.793 0.351 3.136 0.51
H -4.107 2.071 4.335 0.41
H -5.438 3.715 3.057 0.40
H -5.471 3.628 0.589 0.41
H -4.163 1.914 -0.610 0.49
H -5.341 -0.494 0.981 0.38
H -6.948 -2.332 0.733 0.40
H -6.238 -4.496 -0.220 0.41
H -3.898 -4.805 -0.963 0.53
H -2.277 -2.958 -0.717 0.43
C -1.485 -7.436 -1.999 -0.82
C -0.145 -7.825 -2.623 -0.44
C 0.698 -6.634 -3.089 -1.02
C 1.384 -5.859 -1.966 -0.36
N 0.469 -4.919 -1.313 0.46
C 0.617 -4.408 -0.079 -1.20
S 0.146 -2.821 0.226 0.45
N 1.158 -5.179 0.897 -0.14
C 0.772 -6.573 1.141 -0.62
C -0.618 -6.741 1.768 -0.15
C -0.754 -6.239 3.215 -0.87
C -1.145 -4.766 3.350 -0.51
H -2.023 -8.326 -1.670 0.42
H -2.105 -6.919 -2.735 0.32
H -1.353 -6.782 -1.137 -0.08
H -0.341 -8.461 -3.489 0.40
H 0.439 -8.421 -1.916 0.27
H 0.073 -5.944 -3.667 0.30
H 1.480 -6.991 -3.761 0.40
H 2.226 -5.290 -2.376 0.01
H 1.793 -6.543 -1.226 0.63
H 0.056 -4.259 -1.955 0.36
H 1.284 -4.655 1.748 0.37
H 1.527 -6.999 1.802 0.50
H 0.792 -7.118 0.199 0.01
H -0.840 -7.811 1.743 0.46
H -1.361 -6.241 1.137 -0.13
H 0.180 -6.430 3.752 0.30
H -1.528 -6.831 3.707 0.36
H -0.376 -4.091 2.977 -0.23
H -1.323 -4.521 4.399 0.44
H -2.058 -4.561 2.789 0.23


Entry 2:
113
Properties=species:S:1:pos:R:3:mulliken_charge:R:1 method="wB97M-V/def2-TZVPD" multiplicity=6 homo_energy_ev="-6.0690 / -8.2060" gap_ev="6.04 / 7.32" de_lowest_kj_mol=94.52 e_tot_ha=-3165.5159 s2=8.77
Ru -0.047 1.014 0.311 2.60
C 1.502 -1.227 4.641 -1.81
C 1.709 -0.202 3.504 2.39
C 3.188 0.236 3.481 -1.64
C 0.711 0.899 3.667 -0.55
C 0.214 1.471 4.866 -1.21
C -0.673 2.467 4.433 -0.49
N -0.700 2.410 3.060 -0.01
N 0.108 1.436 2.604 0.76
B -1.535 3.336 2.087 0.04
N -2.644 2.562 1.370 0.53
C -3.946 2.387 1.674 -0.38
C -4.640 1.957 0.581 -1.79
C -3.670 1.824 -0.451 0.36
N -2.470 2.126 0.055 -0.11
C -3.903 1.411 -1.868 0.44
C -2.981 2.210 -2.838 -0.84
C -3.921 -0.079 -2.111 -1.30
N -0.575 4.018 1.096 -0.50
C -0.361 5.334 0.926 -0.75
C 0.420 5.522 -0.194 -0.97
C 0.664 4.240 -0.679 -0.56
N 0.081 3.328 0.120 1.17
C 1.521 3.897 -1.820 2.07
C 0.897 4.267 -3.116 -1.50
C 2.899 4.516 -1.674 -1.63
H 2.156 -2.106 4.551 0.32
H 1.775 -0.735 5.565 0.50
H 0.445 -1.559 4.621 0.34
H 1.452 -0.686 2.575 -0.65
H 3.501 0.617 4.505 0.44
H 3.721 -0.696 3.242 0.32
H 3.431 1.042 2.816 0.22
H 0.423 1.232 5.962 0.29
H -1.292 3.166 4.996 0.50
H -1.989 4.218 2.830 -0.20
H -4.360 2.589 2.654 0.53
H -5.687 1.851 0.608 0.53
H -4.897 1.708 -2.083 0.61
H -2.007 1.986 -2.552 -0.40
H -3.146 1.848 -3.840 0.43
H -3.160 3.314 -2.784 0.37
H -2.899 -0.509 -1.929 -0.30
H -4.612 -0.528 -1.449 0.60
H -4.278 -0.202 -3.150 0.49
H -0.842 6.023 1.604 0.51
H 0.768 6.431 -0.633 0.62
H 1.609 2.858 -1.928 -0.75
H 0.679 5.331 -3.188 0.37
H 1.535 3.979 -3.995 0.30
H -0.080 3.781 -3.145 0.26
H 2.756 5.616 -1.648 0.33
H 3.385 4.150 -0.764 0.31
H 3.476 4.163 -2.545 0.45
O 2.831 2.170 0.592 -0.67
N 2.331 0.913 0.191 0.98
C 3.328 0.182 0.020 -1.88
C 3.508 -1.233 0.119 0.34
C 4.898 -1.485 0.268 -1.10
C 5.317 -2.690 0.666 -0.84
C 4.418 -3.624 1.185 -0.74
C 3.090 -3.418 0.973 -0.94
C 2.562 -2.281 0.333 1.47
P 0.749 -1.897 -0.128 3.63
C 0.048 -3.328 0.698 -0.53
C 0.109 -4.658 0.227 -0.52
C -0.292 -5.706 1.003 -1.00
C -0.617 -5.463 2.305 -0.62
C -0.665 -4.206 2.849 -0.85
C -0.415 -3.162 2.005 0.82
C 0.946 -2.396 -1.887 -0.18
C 2.046 -1.846 -2.570 -0.92
C 2.179 -2.078 -3.931 -1.15
C 1.213 -2.768 -4.642 -0.34
C 0.127 -3.322 -4.010 -1.16
C -0.030 -3.077 -2.627 0.29
H 2.018 2.731 0.692 0.21
H 4.253 0.765 0.061 0.42
H 5.551 -0.686 0.013 0.56
H 6.365 -2.953 0.673 0.41
H 4.759 -4.569 1.604 0.44
H 2.377 -4.111 1.406 0.28
H 0.476 -4.843 -0.783 0.36
H -0.265 -6.730 0.636 0.42
H -0.945 -6.291 2.974 0.29
H -0.903 -4.103 3.892 0.51
H -0.501 -2.104 2.350 -0.62
H 2.844 -1.300 -2.087 0.13
H 3.016 -1.606 -4.400 0.45
H 1.231 -2.899 -5.735 0.50
H -0.638 -3.889 -4.530 0.44
H -0.919 -3.354 -2.117 0.20
I -0.351 -0.224 -7.187 0.02
C -0.580 0.228 -5.122 -1.60
C -1.125 -0.615 -4.171 -0.60
N -0.738 -0.080 -3.039 2.83
N 0.047 0.985 -3.133 -0.26
C 0.137 1.222 -4.426 -0.46
H -1.755 -1.449 -4.222 0.80
H -0.792 -0.418 -2.069 -0.78
H 0.765 1.977 -4.799 0.54
N -0.764 -0.868 -0.211 0.23
C -1.938 -1.215 0.477 0.39
C -2.234 -0.670 1.732 -0.28
C -3.305 -1.151 2.508 -0.87
C -4.118 -2.173 2.038 -1.19
C -3.763 -2.761 0.810 -1.11
C -2.713 -2.320 0.022 0.08
H -1.634 0.152 2.184 0.29
H -3.482 -0.615 3.501 0.32
H -4.992 -2.477 2.586 0.47
H -4.376 -3.592 0.476 0.41
H -2.403 -2.864 -0.867 0.00


Entry 3:
114
Properties=species:S:1:pos:R:3:mulliken_charge:R:1 method="wB97M-V/def2-TZVPD" multiplicity=3 homo_energy_ev="-6.0946 / -7.8148" gap_ev="6.47 / 8.16" de_lowest_kj_mol=100.53 e_tot_ha=-5234.7598 s2=2.01
Ti -0.568 0.019 -0.634 1.26
C 4.425 -4.481 3.779 -0.53
S 4.860 -2.824 4.324 -0.13
C 3.326 -2.370 5.169 -1.32
C 2.103 -2.224 4.272 -0.18
C 2.303 -1.121 3.247 -1.06
N 1.183 -0.922 2.307 0.63
P -0.298 -0.135 2.755 -0.05
C 0.169 0.745 4.306 0.52
C -0.067 0.259 5.591 -0.46
C 0.315 0.989 6.707 -0.84
C 0.939 2.219 6.557 -0.62
C 1.164 2.724 5.284 -0.72
C 0.770 1.995 4.172 -0.02
C -1.388 -1.434 3.410 0.67
C -1.060 -2.784 3.434 0.02
C -1.965 -3.720 3.914 -1.00
C -3.208 -3.313 4.373 -0.65
C -3.552 -1.968 4.333 -0.75
C -2.652 -1.036 3.844 -0.63
P 1.554 -0.605 0.662 1.41
C 2.974 0.552 0.761 0.98
C 4.305 0.150 0.675 -0.82
C 5.332 1.067 0.846 -0.92
C 5.044 2.398 1.108 -0.68
C 3.722 2.813 1.189 -1.31
C 2.698 1.895 1.011 0.08
C 2.345 -2.115 0.036 0.65
C 2.750 -2.120 -1.297 -0.67
C 3.305 -3.261 -1.854 -0.78
C 3.455 -4.408 -1.089 -0.79
C 3.035 -4.415 0.233 -0.86
C 2.478 -3.274 0.793 0.02
H 5.328 -4.943 3.382 0.35
H 3.674 -4.475 2.989 -0.11
H 4.070 -5.086 4.614 0.33
H 3.541 -1.424 5.672 0.46
H 3.133 -3.110 5.949 0.55
H 1.243 -2.002 4.906 -0.07
H 1.882 -3.175 3.782 0.41
H 3.196 -1.348 2.663 0.81
H 2.514 -0.182 3.772 0.48
H -0.563 -0.694 5.723 0.37
H 0.123 0.594 7.697 0.44
H 1.241 2.787 7.428 0.38
H 1.639 3.688 5.155 0.47
H 0.941 2.407 3.184 0.09
H -0.105 -3.104 3.041 0.46
H -1.699 -4.770 3.916 0.44
H -3.916 -4.042 4.745 0.38
H -4.529 -1.645 4.669 0.42
H -2.942 0.008 3.794 0.38
H 4.544 -0.888 0.480 0.44
H 6.360 0.736 0.779 0.44
H 5.846 3.111 1.249 0.40
H 3.485 3.851 1.385 0.48
H 1.670 2.227 1.055 0.07
H 2.613 -1.238 -1.914 0.40
H 3.604 -3.255 -2.894 0.44
H 3.880 -5.302 -1.527 0.39
H 3.129 -5.316 0.827 0.43
H 2.116 -3.294 1.811 0.16
C -0.570 3.413 -8.599 -1.49
C -0.484 2.657 -7.303 1.10
C 0.686 2.649 -6.551 -0.83
C 0.762 1.957 -5.351 -0.80
C -0.349 1.274 -4.888 0.20
C -1.520 1.248 -5.635 -0.40
C -1.582 1.941 -6.831 -1.03
S -0.241 0.301 -3.414 1.37
O 0.376 -0.939 -3.778 -0.70
O -1.600 0.229 -2.845 -0.32
N 0.678 1.042 -2.332 -0.21
C 0.181 2.244 -1.773 -0.07
C 0.154 3.477 -2.428 -0.99
C -0.304 4.591 -1.750 -0.59
C -0.726 4.468 -0.430 -1.18
C -0.683 3.216 0.147 -0.54
N -0.242 2.140 -0.503 1.53
H 0.384 3.869 -8.858 0.34
H -1.317 4.207 -8.540 0.33
H -0.862 2.754 -9.418 0.36
H 1.554 3.188 -6.913 0.30
H 1.681 1.943 -4.778 0.54
H -2.371 0.682 -5.279 0.37
H -2.495 1.922 -7.415 0.43
H 0.507 3.545 -3.445 0.55
H -0.326 5.553 -2.246 0.47
H -1.085 5.314 0.139 0.48
H -1.021 3.041 1.162 0.52
F -0.586 -3.118 0.483 -0.07
C -1.254 -2.103 -0.138 -0.85
F -1.026 -2.346 -1.518 -0.24
F -2.582 -2.460 0.023 -0.33
C -4.867 -2.399 -2.763 -1.64
C -4.460 -0.940 -2.856 0.40
N -4.068 -0.483 -1.530 0.08
C -3.780 0.733 -1.066 0.48
S -3.107 0.825 0.508 -0.50
N -3.978 1.876 -1.744 -0.02
C -4.079 2.125 -3.177 0.48
C -5.453 2.620 -3.594 -1.42
H -5.173 -2.773 -3.740 0.43
H -5.697 -2.531 -2.068 0.40
H -4.027 -3.004 -2.418 0.36
H -5.291 -0.333 -3.219 0.21
H -3.618 -0.837 -3.546 -0.07
H -3.708 -1.204 -0.914 0.14
H -3.729 2.671 -1.177 0.36
H -3.799 1.226 -3.711 -0.42
H -3.311 2.863 -3.425 0.34
H -6.219 1.869 -3.398 0.27
H -5.466 2.856 -4.659 0.39
H -5.727 3.522 -3.045 0.36


Entry 4:
116
Properties=species:S:1:pos:R:3:mulliken_charge:R:1 method="wB97M-V/def2-TZVPD" homo_energy_ev=-1.8152 gap_ev=5.54 de_lowest_kj_mol=0.00 total_charge=-2 e_tot_ha=-8221.4537
Ba -0.508 0.204 1.848 1.11
C 4.099 1.084 3.544 -1.69
C 3.091 0.675 2.485 0.24
O 1.907 0.674 2.817 -0.24
C 3.564 0.343 1.150 0.30
C 4.945 0.137 0.943 -0.43
C 5.478 -0.144 -0.287 -1.34
C 4.606 -0.213 -1.395 -0.37
C 3.264 -0.021 -1.246 -1.13
C 2.654 0.240 0.034 1.25
O 1.400 0.365 0.111 -0.10
H 3.544 1.436 4.410 0.35
H 4.750 1.879 3.180 0.32
H 4.720 0.234 3.836 0.37
H 5.611 0.193 1.795 0.35
H 6.541 -0.317 -0.404 0.32
H 5.004 -0.436 -2.379 0.44
H 2.585 -0.101 -2.086 0.52
O 0.622 6.356 3.757 -0.75
C -0.363 5.669 4.360 0.49
C -0.900 6.191 5.538 -0.66
C -1.907 5.522 6.210 -0.25
C -2.399 4.316 5.721 -0.84
C -1.867 3.797 4.552 -0.71
C -0.857 4.453 3.854 0.00
C -0.347 3.832 2.584 -0.27
O -0.860 2.751 2.197 0.53
N 0.636 4.499 2.003 -0.42
N 0.998 4.020 0.753 -0.55
C 2.230 4.113 0.501 0.33
S 3.454 4.580 1.720 -0.15
C 4.858 4.504 0.572 -0.74
C 4.546 3.488 -0.514 0.25
S 2.879 3.831 -1.113 -0.14
H 0.890 5.802 2.965 0.58
H -0.500 7.128 5.906 0.41
H -2.309 5.943 7.125 0.33
H -3.186 3.786 6.241 0.44
H -2.232 2.862 4.147 0.75
H 5.738 4.205 1.144 0.37
H 5.035 5.490 0.141 0.40
H 4.590 2.470 -0.130 -0.52
H 5.232 3.578 -1.357 0.56
O -4.598 0.668 3.677 -0.71
Cl -3.600 -0.222 3.171 1.85
O -4.065 -1.575 3.212 -0.69
O -2.366 -0.090 3.937 -0.79
O -3.244 0.142 1.804 -0.58
C -3.193 -3.112 -3.684 -1.39
C -2.822 -1.645 -3.466 -0.35
Ge -1.994 -1.392 -1.671 0.28
C -3.279 -2.199 -0.411 0.56
C -4.699 -1.650 -0.512 -1.40
C -0.361 -2.427 -1.890 -0.30
C 0.316 -3.158 -0.994 -0.17
Ge -0.076 -3.089 1.035 0.81
C -1.282 -4.697 1.303 -1.04
C -1.274 -5.792 0.239 -0.95
C 1.678 -3.805 1.774 -0.79
C 2.000 -5.294 1.636 -1.15
C 1.500 -3.897 -1.503 -1.18
C 2.788 -3.378 -1.350 0.68
C 3.898 -4.064 -1.818 -1.13
C 3.753 -5.291 -2.451 -0.55
C 2.477 -5.811 -2.630 -0.73
C 1.366 -5.119 -2.167 -0.29
H -3.557 -3.302 -4.698 0.43
H -3.972 -3.430 -2.989 0.28
H -2.327 -3.757 -3.515 0.23
H -3.700 -1.005 -3.579 0.16
H -2.090 -1.321 -4.211 0.41
H -2.904 -2.133 0.608 -0.02
H -3.262 -3.265 -0.666 0.38
H -4.747 -0.606 -0.203 0.05
H -5.376 -2.211 0.138 0.45
H -5.084 -1.714 -1.534 0.34
H -0.023 -2.448 -2.934 0.38
H -2.296 -4.306 1.416 0.49
H -1.018 -5.115 2.282 0.58
H -1.595 -5.388 -0.725 0.08
H -1.947 -6.624 0.484 0.44
H -0.275 -6.206 0.095 0.21
H 1.649 -3.549 2.840 0.55
H 2.484 -3.195 1.357 -0.02
H 1.208 -5.903 2.082 0.27
H 2.938 -5.567 2.135 0.40
H 2.090 -5.598 0.592 0.10
H 2.914 -2.418 -0.866 0.87
H 4.884 -3.633 -1.683 0.45
H 4.621 -5.832 -2.809 0.36
H 2.344 -6.761 -3.134 0.38
H 0.375 -5.532 -2.308 0.37
C -5.938 2.828 -0.771 -0.50
C -4.899 3.000 0.131 -0.58
C -3.638 2.494 -0.157 -0.43
C -3.402 1.785 -1.339 0.75
C -4.461 1.630 -2.238 0.05
C -5.716 2.150 -1.963 -0.83
Si -1.710 1.006 -1.563 0.18
C -0.821 1.448 -3.161 -0.16
C 0.556 1.662 -3.073 0.23
C 1.314 1.923 -4.206 -0.48
C 0.706 1.978 -5.453 -0.69
C -0.664 1.774 -5.558 -0.68
C -1.417 1.510 -4.422 -0.27
H -6.924 3.215 -0.543 0.35
H -5.068 3.516 1.067 0.45
H -2.834 2.639 0.557 0.60
H -4.312 1.081 -3.160 0.01
H -6.527 2.013 -2.669 0.38
H -0.821 1.590 -0.524 -0.15
H 1.041 1.617 -2.104 0.12
H 2.381 2.087 -4.108 0.40
H 1.295 2.183 -6.339 0.34
H -1.146 1.819 -6.528 0.40
H -2.484 1.352 -4.529 0.21